A 2-piece molecular cluster, CH4O2 overall at a distorted geometry. Source: OMol25; level of theory: the ωB97M-V functional and the def2-TZVPD basis.

Its calculated total energy is -5195.8234 eV. The calculation puts the energy above the lowest of the compared OMol25 structures with the same formula, charge and spin at 19.4 kJ/mol. As for the SMILES: C=O.O. The value obtained for the HOMO-LUMO gap is 11.07 eV.

CARTESIAN COORDINATES (ANGSTROEM)
C 0.00000 0.00000 0.00000
O 0.90792 0.53304 -0.61165
H -1.07874 0.21033 -0.19374
H 0.24564 -0.53854 0.94609
O 2.84561 1.46996 -3.22925
H 2.07627 1.69018 -3.80186
H 2.45138 1.27084 -2.34994

Atomic forces in eV per Å
C 1.157 1.413 0.586
O -1.273 -0.812 0.198
H 0.457 -0.339 -0.318
H -0.286 -0.233 -0.527
O -1.141 0.051 0.223
H 0.815 -0.258 0.704
H 0.271 0.178 -0.866

One molecule with the formula CH4O2P2 at a distorted geometry. Source: OMol25; level of theory: the ωB97M-V functional and the def2-TZVPD basis.

Its calculated total energy is -23771.8260 eV. The calculation puts the energy above the lowest of the compared OMol25 structures with the same formula, charge and spin at 321.7 kJ/mol. As for the SMILES: C=[PH2]P(=O)=O. The value obtained for the HOMO-LUMO gap is 7.36 eV.

CARTESIAN COORDINATES (ANGSTROEM)
C 0.07279 -0.39927 -1.41256
P 0.27103 -0.82040 0.20232
P -0.39308 1.22558 1.20366
O -1.04727 1.76802 2.38745
O -0.16717 1.98542 -0.01151
H -0.17615 -1.16904 -2.12729
H 0.46064 0.49452 -1.83120
H 1.48698 -1.15821 0.76462
H -0.50777 -1.92662 0.82450

Atomic forces in eV per Å
C -0.031 -1.760 0.965
P -1.523 -0.214 -0.787
P -0.075 0.291 -0.433
O 0.104 -0.942 0.737
O 0.426 0.716 -0.554
H -0.415 -0.241 0.227
H 0.343 0.647 0.223
H 0.562 0.444 0.739
H 0.610 1.059 -1.117

A 2-piece molecular cluster, CH4O2PS overall at a distorted geometry. Source: OMol25; level of theory: the ωB97M-V functional and the def2-TZVPD basis.

Its calculated total energy is -25322.2893 eV. The net charge is -1. The calculation puts the energy above the lowest of the compared OMol25 structures with the same formula, charge and spin at 289.3 kJ/mol. The value obtained for the HOMO-LUMO gap is 7.53 eV.

CARTESIAN COORDINATES (ANGSTROEM)
C 1.58697 0.78355 0.68551
O 0.85736 -1.66765 0.52959
O -1.51649 -1.55919 -0.77123
P 1.00473 -0.61731 -0.53283
S 3.04937 0.20672 -0.19382
H 1.52482 0.35580 1.62546
H 1.39673 1.91699 0.52260
H -0.78472 -1.89854 -0.20684
H -1.71643 -2.25283 -1.45103

Atomic forces in eV per Å
C -0.394 2.291 -3.391
O -0.935 -2.085 0.268
O -1.135 -1.217 -0.922
P 1.731 2.594 0.735
S 0.490 -0.092 -0.321
H -0.352 -0.298 1.947
H 0.152 -2.020 0.581
H -0.039 -0.127 0.016
H 0.481 0.953 1.086

CH4O2PS as an isolated structure at a distorted geometry. Source: OMol25; level of theory: the ωB97M-V functional and the def2-TZVPD basis.

Its calculated total energy is -25321.9336 eV. The net charge is -1. The calculation puts the energy above the lowest of the compared OMol25 structures with the same formula, charge and spin at 323.6 kJ/mol. The value obtained for the HOMO-LUMO gap is 7.58 eV.

CARTESIAN COORDINATES (ANGSTROEM)
C 1.24730 0.54044 -1.04180
O -1.05462 1.07083 0.23559
O -1.70723 -1.07240 1.43996
P -0.54954 0.10747 -0.75934
S 1.14679 -1.06040 -0.08358
H 1.65365 1.30283 -0.41947
H 1.96322 0.32695 -1.90767
H -1.19584 -0.48503 1.97997
H -1.50372 -0.73070 0.55635

Atomic forces in eV per Å
C 1.419 -1.925 -1.199
O -0.564 1.897 1.268
O -0.996 -1.603 0.466
P 1.889 0.117 -3.432
S 0.328 0.183 0.246
H -0.011 0.763 0.462
H -1.509 0.581 0.725
H 0.389 0.576 0.318
H -0.946 -0.589 1.147

A 2-piece molecular cluster, CH4O2S overall at a distorted geometry. Source: OMol25; level of theory: the ωB97M-V functional and the def2-TZVPD basis.

Its calculated total energy is -16028.8810 eV. The calculation puts the energy above the lowest of the compared OMol25 structures with the same formula, charge and spin at 308.2 kJ/mol. The value obtained for the HOMO-LUMO gap is 9.96 eV.

CARTESIAN COORDINATES (ANGSTROEM)
C 1.59345 0.01211 -0.72799
O 0.64754 -0.57530 -0.29321
O -0.43306 0.40157 1.30155
S -1.85985 0.30894 1.01540
H 2.61799 -0.14214 -0.35662
H -1.93626 0.29371 -0.38968
H 1.50541 0.77255 -1.52220
H -2.13522 -1.07144 0.97274

Atomic forces in eV per Å
C 0.244 0.203 -0.167
O 0.625 -0.952 -1.284
O 0.211 1.261 1.916
S -0.626 -1.093 -1.125
H 0.053 -0.137 0.152
H -0.227 -0.003 0.562
H -0.127 0.062 -0.054
H -0.152 0.659 0.000

One molecule with the formula CH4O2S at a distorted geometry. Source: OMol25; level of theory: the ωB97M-V functional and the def2-TZVPD basis.

Its calculated total energy is -16029.9426 eV. The calculation puts the energy above the lowest of the compared OMol25 structures with the same formula, charge and spin at 205.8 kJ/mol. As for the SMILES: OCOS. The value obtained for the HOMO-LUMO gap is 10.00 eV.

CARTESIAN COORDINATES (ANGSTROEM)
O 1.09335 1.12629 0.40772
C 0.49356 -0.14282 0.44843
O -0.88611 -0.47055 0.53162
S -1.99392 0.23160 -0.46833
H 0.63873 1.60923 1.12470
H 0.80840 -0.62620 -0.64316
H 0.88136 -0.74450 1.28474
H -2.38298 -0.65137 -1.48035

Atomic forces in eV per Å
O -2.386 0.005 0.937
C 2.229 -3.126 -4.073
O -0.543 0.760 0.493
S -0.703 0.753 -0.698
H 0.623 0.271 -0.246
H -0.274 1.076 2.859
H 0.039 0.264 -0.274
H 1.014 -0.003 1.002